# 1
ORCA calculation (ωB97M-V/def2-TZVPD) on 18 unconnected molecules or ions with the total composition C6H36O21.

Each line ends with the Löwdin charge.
CARTESIAN COORDINATES (ANGSTROEM)
C -1.46166 24.97669 0.18912  0.01
C -2.70744 24.78994 -0.42633  -0.33
C -2.76826 23.85182 -1.60740  -0.32
O -3.81338 23.68405 -2.32169  -0.06
C -1.66193 23.11317 -1.97614  -0.01
C -0.44220 23.12245 -1.24721  -0.28
C -0.27699 24.30178 -0.21397  -0.30
O 0.82393 24.53954 0.32192  -0.07
O 0.42222 22.24127 -1.41439  -0.05
O -3.67719 25.45326 0.03811  -0.03
H -1.39261 25.65064 1.03162  0.11
H -1.70221 22.35389 -2.74325  0.09
O -5.21411 25.93969 2.60840  -0.08
H -4.73952 25.69916 1.79283  0.00
H -4.98245 26.86009 2.75367  0.01
O 2.00816 25.26181 2.69212  -0.08
H 1.37695 25.36820 3.40959  0.02
H 1.46723 24.95522 1.92864  -0.01
O 0.67056 27.67167 0.40075  -0.06
H 1.10852 27.63816 1.25785  0.02
H 0.16628 26.84460 0.36138  -0.01
O -0.80374 19.69953 -3.60526  -0.05
H -0.09567 19.12747 -3.90805  0.03
H -0.54579 20.58999 -3.90480  0.00
O -5.31196 21.01307 -2.07307  -0.09
H -5.28924 21.97604 -2.16962  0.00
H -4.48595 20.79806 -1.61026  0.00
O 0.36232 25.20777 -4.29936  -0.08
H 1.13351 25.30443 -3.70505  0.00
H -0.26199 24.67115 -3.79762  0.00
O 0.25959 20.12056 0.21789  -0.09
H 0.36381 20.96204 -0.29098  -0.01
H 0.90072 19.51676 -0.17934  0.00
O -6.68100 23.80937 -0.22350  -0.07
H -5.91122 23.91860 -0.80587  0.01
H -6.30848 23.48209 0.60022  0.03
O 2.96362 22.51552 0.56134  -0.07
H 2.30600 21.97419 0.11044  0.00
H 2.51726 23.36420 0.69950  0.00
O -3.40588 28.61200 0.38367  -0.07
H -3.15667 27.72664 0.07380  0.02
H -3.35581 28.55074 1.34076  0.02
O 2.02804 25.56409 -2.09616  -0.05
H 2.41195 26.40747 -1.83724  0.05
H 1.83416 25.12346 -1.24152  0.03
O -0.19401 22.19356 -4.89807  -0.06
H -0.82995 22.61745 -4.31201  -0.01
H -0.38356 22.57287 -5.75916  0.06
O 2.35856 22.08099 -3.34622  -0.08
H 1.60732 22.12568 -2.70910  -0.01
H 1.96172 22.31675 -4.19224  0.01
O -3.87596 25.87753 -4.26452  -0.06
H -4.09956 25.26118 -4.96452  0.00
H -3.76566 25.31311 -3.47373  0.01
O 2.33176 19.35758 -1.56144  -0.05
H 1.94931 19.80358 -2.33191  0.03
H 2.27533 18.41612 -1.76004  0.04
O -2.53959 20.01962 -0.98843  -0.06
H -1.83498 20.36222 -1.55070  0.00
H -2.10968 19.87779 -0.13640  0.03
O -2.73433 23.24874 -5.25574  -0.05
H -2.89805 24.17384 -5.46569  0.02
H -3.30234 23.06773 -4.48899  0.04

Results
HOMO energy   -3.103 eV
Frontier orbital gap   7.40 eV
Net charge   -2
LUMO level   4.3 eV
Energy relative to the best compared isomer or geometry (same formula, charge and spin)   14.2 kcal/mol



# 2
ORCA calculation (ωB97M-V/def2-TZVPD) on 14 unconnected molecules or ions with the total composition C6H37N2O13.

Each line ends with the Löwdin charge.
CARTESIAN COORDINATES (ANGSTROEM)
C -2.48003 0.22472 -0.97286  -0.06
C -1.14278 0.00243 -1.64969  -0.17
N -0.04985 -0.04391 -0.70220  -0.04
C 1.14570 -0.71726 -0.86460  0.00
C 1.92611 -0.45498 0.24348  -0.02
N 1.24375 0.42729 1.03926  -0.07
C 0.02584 0.62838 0.47140  0.03
C 1.68617 1.00738 2.26590  0.01
H -2.58886 1.25949 -0.64097  0.06
H -2.56566 -0.39485 -0.07790  0.08
H -3.34789 -0.02137 -1.58183  0.08
H -0.93917 0.69549 -2.46294  0.13
H -1.16857 -1.04125 -1.97234  0.10
H 1.32448 -1.24758 -1.78787  0.12
H 2.90356 -0.74179 0.59525  0.13
H -0.82708 1.07611 0.95855  0.14
H 2.25732 1.91656 2.08414  0.10
H 2.27741 0.27066 2.80963  0.10
H 0.87395 1.25633 2.94606  0.07
O -1.65524 -3.22053 -0.33177  -0.04
H -0.96958 -2.84517 0.22822  0.03
H -2.38817 -3.39518 0.26872  0.06
O -3.39960 -2.45359 -2.86782  -0.04
H -3.21281 -2.98744 -2.08906  0.04
H -2.61514 -2.54700 -3.41648  0.05
O 1.37633 -0.44842 5.89821  -0.05
H 1.93740 -1.07017 5.41585  0.00
H 1.40230 -0.75756 6.80967  0.06
O -3.34330 3.27228 0.85278  -0.05
H -3.01638 3.57844 1.70384  0.03
H -4.07695 2.68808 1.07060  0.04
O 0.88015 -1.17622 -4.46686  -0.05
H 1.23844 -1.73152 -5.16648  0.05
H -0.06215 -1.36668 -4.47056  0.02
O -1.48918 1.09709 3.50072  -0.08
H -2.15955 1.76433 3.33217  0.02
H -0.88806 1.51452 4.15497  -0.02
O -5.25468 -0.90260 -4.16516  -0.07
H -4.47589 -1.40823 -3.88565  -0.03
H -4.91754 -0.23144 -4.76678  0.02
O 2.69679 -2.36336 4.08765  -0.04
H 3.64522 -2.50560 3.99949  0.06
H 2.30905 -2.80596 3.32700  0.05
O 4.07152 -1.50828 -1.96544  -0.04
H 4.42841 -1.96404 -2.73493  0.07
H 4.02938 -2.18560 -1.28468  0.05
O 0.15322 2.01407 5.44190  -0.05
H 0.98536 2.44746 5.23244  0.06
H 0.41024 1.22542 5.94758  0.03
O -3.28820 2.06962 -4.53593  -0.05
H -2.45430 1.62695 -4.71690  0.02
H -3.03655 2.90505 -4.13063  0.04
O 4.41434 1.83111 0.15389  -0.05
H 4.84589 2.31634 0.86449  0.04
H 3.66044 2.37740 -0.08710  0.03
O 3.38108 1.10478 -2.98154  -0.05
H 2.64690 1.54668 -2.54864  0.02
H 3.63641 0.39313 -2.37828  -0.02

Results
HOMO energy   -12.414 eV
Frontier orbital gap   9.57 eV
Net charge   +1
LUMO level   -2.8 eV
Energy relative to the best compared isomer or geometry (same formula, charge and spin)   76.1 kcal/mol



# 3
ORCA calculation (ωB97M-V/def2-TZVPD) on 13 unconnected molecules or ions with the total composition C6H37NO13.

Each line ends with the Löwdin charge.
CARTESIAN COORDINATES (ANGSTROEM)
C -0.17181 -1.97895 -1.93454  -0.29
O -1.44603 -1.64431 -2.36418  -0.09
C 0.60240 -1.09715 -0.91106  -0.14
C 0.26758 -1.49634 0.54964  -0.15
C 0.42855 -0.41223 1.64566  -0.29
C 1.49173 0.44014 1.72355  -0.19
N 1.77738 1.20554 2.87556  0.09
C -0.65664 -0.37025 2.66667  -0.07
H -0.26439 -3.05139 -1.54386  0.13
H 0.41241 -2.04987 -2.85454  0.11
H -1.58243 -0.64800 -2.46337  0.06
H 0.20832 -0.06330 -1.07877  0.12
H 1.63210 -1.16331 -1.11749  0.06
H 0.86246 -2.27775 0.98273  0.06
H -0.81466 -1.93263 0.59461  0.10
H 2.14315 0.52935 0.85157  0.10
H 1.04102 1.26535 3.56040  0.08
H 2.17132 2.05343 2.61272  0.03
H -1.57261 -0.58044 2.15182  0.05
H -0.53929 -1.17068 3.44264  0.10
H -0.81135 0.54669 3.27842  0.08
H -2.44052 3.17449 -0.56791  0.02
H -1.08337 3.05596 -1.32449  -0.01
O -2.04914 3.18039 -1.43079  -0.07
H 4.42064 -0.67355 1.94351  0.06
H 3.13053 -1.53197 1.66556  0.01
O 3.90625 -1.13984 1.25282  -0.08
H -1.32672 3.25966 -3.64212  0.02
H 0.11403 2.67361 -3.50847  0.03
O -0.74892 2.57129 -3.95065  -0.05
H 2.93639 0.21852 -2.78169  0.06
H 3.46218 -0.40672 -1.57238  0.04
O 2.96692 0.37254 -1.83032  -0.05
H 2.28442 -4.30961 0.99014  0.05
H 2.00062 -3.05266 0.01832  -0.01
O 2.63606 -3.49888 0.57201  -0.06
H 1.00436 2.87769 -0.32594  0.01
H 1.17627 1.97852 -1.52143  0.04
O 0.64003 2.73525 -1.22093  -0.07
H -2.70420 1.02317 -3.84549  0.08
H -2.12548 1.21046 -2.43552  0.00
O -2.74556 0.65028 -2.91877  -0.08
H -3.84367 -2.90933 0.48239  0.08
H -2.20266 -2.57988 0.69418  0.00
O -3.05212 -2.92770 1.08593  -0.10
H -5.03330 1.01351 0.50759  0.01
H -4.17869 -0.13155 0.94237  0.00
O -5.01541 0.28602 1.09895  -0.03
H -0.91865 1.85240 1.35907  0.00
H -0.23525 3.23802 1.03761  0.03
O -1.08008 2.79512 1.37644  -0.06
H -0.87506 -4.44573 0.32823  0.01
H -0.12702 -4.62269 1.63989  0.09
O 0.00424 -4.60507 0.64831  -0.06
H 1.81455 4.67653 0.22822  0.05
H 2.47239 3.82354 1.41601  0.10
O 1.63674 4.06432 0.92115  -0.04

Results
HOMO energy   -8.256 eV
Frontier orbital gap   7.96 eV
Net charge   0
LUMO level   -0.3 eV
Energy relative to the best compared isomer or geometry (same formula, charge and spin)   103.3 kcal/mol